Below is a 2-piece molecular cluster, C8H18O overall, with properties calculated with ωB97M-V/def2-TZVPD.

Results
Charge: 0
Energy (hartree): -390.7700
Energy relative to the best compared isomer or geometry (same formula, charge and spin) (kcal per mole): 53.8
Lowest unoccupied orbital energy (eV): 0.945

Cartesian coordinates (Å):
C: -1.986 0.028 0.467
C: -0.516 0.349 0.598
O: -0.158 1.426 1.034
C: 0.453 -1.090 1.011
C: -0.339 -2.356 1.324
C: 1.274 -0.652 2.214
H: -2.374 -0.221 1.455
H: -2.522 0.906 0.113
H: -2.164 -0.798 -0.217
H: 1.162 -1.347 0.215
H: 0.329 -3.168 1.620
H: -1.020 -2.188 2.159
H: -0.907 -2.715 0.465
H: 1.979 -1.429 2.514
H: 1.853 0.236 1.964
H: 0.627 -0.421 3.062
C: 1.626 1.276 -1.590
C: 0.259 0.636 -1.761
C: -0.798 1.661 -2.128
H: 1.873 1.931 -2.427
H: 1.623 1.882 -0.683
H: 2.414 0.526 -1.510
H: 0.289 -0.147 -2.523
H: 0.210 -0.144 -0.709
H: -0.504 2.235 -3.010
H: -1.764 1.202 -2.337
H: -0.919 2.382 -1.318

Below is C47H42CsIN10O5S4 as an isolated structure, with properties calculated with ωB97M-V/def2-TZVPD.

Results
Charge: -2
Energy (hartree): -4650.6280
Energy relative to the best compared isomer or geometry (same formula, charge and spin) (kcal per mole): 10.6
Lowest unoccupied orbital energy (eV): 2.982

Cartesian coordinates (Å):
Cs: -0.438 -2.155 -0.901
C: 4.979 -1.134 1.074
N: 4.270 -1.057 2.343
C: 4.313 -2.308 3.072
C: 3.517 -3.452 2.431
N: 2.157 -3.627 2.916
C: 1.478 -4.682 2.186
C: 1.956 -3.689 4.324
C: 2.985 -4.122 5.162
C: 2.896 -4.060 6.545
C: 1.728 -3.560 7.109
C: 0.668 -3.204 6.293
C: 0.712 -3.294 4.885
S: -0.728 -2.956 3.961
C: 4.500 0.129 3.100
C: 5.062 0.052 4.379
C: 5.214 1.164 5.195
C: 4.828 2.407 4.719
C: 4.310 2.510 3.438
C: 4.122 1.402 2.592
S: 3.392 1.676 1.030
H: 5.930 -1.682 1.199
H: 5.180 -0.134 0.703
H: 4.383 -1.645 0.316
H: 3.924 -2.138 4.070
H: 5.359 -2.655 3.176
H: 4.103 -4.385 2.539
H: 3.441 -3.271 1.356
H: 0.414 -4.653 2.424
H: 1.880 -5.679 2.443
H: 1.606 -4.529 1.111
H: 3.902 -4.496 4.716
H: 3.729 -4.376 7.163
H: 1.639 -3.458 8.186
H: -0.254 -2.839 6.728
H: 5.401 -0.900 4.765
H: 5.627 1.046 6.190
H: 4.923 3.291 5.340
H: 4.000 3.473 3.051
N: -3.625 0.444 1.717
C: -4.663 0.168 0.857
C: -5.998 0.551 0.837
C: -6.775 0.056 -0.197
C: -6.236 -0.803 -1.164
C: -4.906 -1.185 -1.133
C: -4.103 -0.678 -0.114
N: -2.761 -0.888 0.159
C: -2.511 -0.204 1.249
C: -1.224 -0.093 1.931
C: -1.005 0.602 3.085
S: 0.627 0.472 3.546
C: 0.917 -0.516 2.172
N: -0.116 -0.714 1.419
H: -3.655 1.045 2.519
H: -6.412 1.201 1.598
H: -7.821 0.329 -0.260
H: -6.881 -1.182 -1.948
H: -4.497 -1.865 -1.870
H: -1.707 1.158 3.687
H: 1.900 -0.934 1.994
N: -1.349 4.579 -2.591
C: -1.825 5.528 -1.683
C: -2.229 6.778 -2.124
C: -2.701 7.728 -1.224
C: -2.783 7.425 0.122
C: -2.377 6.169 0.566
C: -1.887 5.230 -0.322
S: -1.311 3.658 0.257
N: -1.125 2.744 -1.129
C: -1.134 3.236 -2.295
C: -0.840 2.353 -3.470
C: -1.046 2.779 -4.782
C: -0.654 1.960 -5.829
C: -0.072 0.742 -5.546
C: 0.057 0.380 -4.211
N: -0.326 1.155 -3.201
H: -1.286 4.866 -3.547
H: -2.170 7.012 -3.182
H: -3.004 8.703 -1.585
H: -3.155 8.156 0.829
H: -2.423 5.918 1.620
H: -1.518 3.723 -5.015
H: -0.798 2.279 -6.854
H: 0.271 0.076 -6.325
H: 0.473 -0.589 -3.946
N: 5.199 0.449 -2.976
C: 3.881 0.110 -2.997
O: 3.487 -0.962 -3.414
C: 2.935 1.136 -2.426
I: 2.994 3.001 -3.476
H: 5.863 -0.278 -3.175
H: 5.504 1.241 -2.436
H: 3.186 1.359 -1.389
H: 1.914 0.786 -2.477
O: -1.587 -4.693 -2.733
C: -1.295 -3.591 -3.222
O: -0.197 -2.987 -3.163
C: -2.430 -2.822 -3.900
C: -3.430 -3.472 -4.619
C: -4.458 -2.750 -5.196
C: -4.489 -1.369 -5.036
C: -3.520 -0.702 -4.304
C: -2.498 -1.442 -3.739
N: -5.570 -0.605 -5.655
O: -6.434 -1.216 -6.264
O: -5.558 0.608 -5.541
H: -3.386 -4.548 -4.714
H: -5.243 -3.230 -5.762
H: -3.581 0.370 -4.176
H: -1.732 -0.957 -3.154

Below is an isolated ion of composition C3H9N2O and charge +1, with properties calculated with ωB97M-V/def2-TZVPD.

Results
Charge: +1
Energy (hartree): -304.2286
Energy relative to the best compared isomer or geometry (same formula, charge and spin) (kcal per mole): 13.6
Lowest unoccupied orbital energy (eV): -3.934

Cartesian coordinates (Å):
N: -1.095 -1.387 1.536
C: -0.911 -0.395 0.642
O: -1.826 0.180 0.090
C: 0.523 0.061 0.401
C: 0.695 0.312 -1.079
N: 1.983 1.075 -1.370
H: -0.377 -1.818 2.090
H: -2.047 -1.602 1.795
H: 1.228 -0.706 0.732
H: 0.705 0.922 1.036
H: -0.148 0.844 -1.509
H: 0.802 -0.627 -1.608
H: 2.684 0.910 -0.645
H: 1.822 2.072 -1.526
H: 2.424 0.714 -2.221

Below is C41H34BrN7O2S3Sn as an isolated structure, with properties calculated with ωB97M-V/def2-TZVPD.

Results
Charge: 0
Energy (hartree): -6099.4716
Energy relative to the best compared isomer or geometry (same formula, charge and spin) (kcal per mole): 0.0
Lowest unoccupied orbital energy (eV): -0.368

Cartesian coordinates (Å):
Sn: -0.927 0.877 -0.128
C: -0.762 3.265 -3.967
C: 0.568 3.676 -4.070
C: 1.351 3.700 -2.942
C: 0.811 3.297 -1.707
N: -0.464 2.893 -1.622
C: -1.219 2.886 -2.727
N: 1.637 3.412 -0.610
C: 1.393 2.948 0.571
N: 0.444 2.084 1.036
C: 0.547 1.986 2.436
N: -0.177 1.376 3.279
C: -1.335 0.568 2.917
C: -2.261 0.561 4.122
C: -3.589 0.511 3.984
C: -4.197 0.557 2.676
C: -3.383 0.825 1.632
N: -2.028 0.973 1.700
C: 1.734 2.773 2.848
C: 2.320 2.953 4.086
C: 3.475 3.725 4.135
C: 4.012 4.298 2.980
C: 3.406 4.120 1.743
C: 2.262 3.344 1.706
H: -1.419 3.232 -4.825
H: 0.978 3.978 -5.025
H: 2.377 4.038 -2.961
H: -2.236 2.529 -2.600
H: -1.759 0.581 5.080
H: -4.215 0.488 4.868
H: -5.265 0.488 2.540
H: -3.801 0.973 0.640
H: 1.892 2.501 4.970
H: 3.971 3.887 5.083
H: 4.915 4.890 3.056
H: 3.806 4.559 0.839
Br: -2.073 -7.632 2.653
C: -1.940 -5.754 2.471
C: -1.833 -4.955 3.597
C: -1.731 -3.584 3.451
C: -1.725 -3.003 2.190
O: -1.701 -1.635 2.065
C: -1.863 -3.800 1.046
C: -1.957 -3.343 -0.348
N: -1.905 -2.147 -0.764
C: -1.894 -1.931 -2.155
C: -1.014 -2.584 -2.983
C: -0.937 -2.292 -4.360
C: -1.749 -1.347 -4.910
C: -2.681 -0.659 -4.094
C: -3.563 0.316 -4.616
C: -4.447 0.937 -3.785
C: -4.439 0.588 -2.417
N: -3.637 -0.301 -1.891
C: -2.758 -0.936 -2.711
C: -1.967 -5.184 1.217
H: -1.837 -5.396 4.583
H: -1.658 -2.956 4.326
H: -2.087 -4.167 -1.062
H: -0.345 -3.325 -2.564
H: -0.217 -2.818 -4.972
H: -1.697 -1.109 -5.965
H: -3.527 0.546 -5.674
H: -5.142 1.681 -4.148
H: -5.129 1.079 -1.736
H: -2.079 -5.814 0.343
C: 4.064 -0.186 1.578
C: 2.866 -1.105 1.776
S: 1.571 -0.916 0.522
C: 1.771 -2.326 -0.582
C: 2.575 -2.109 -1.866
S: 2.274 -0.533 -2.712
C: 3.833 0.354 -2.449
C: 4.145 0.846 -1.041
S: 4.946 -0.409 0.011
H: 4.792 -0.374 2.369
H: 3.771 0.862 1.665
H: 2.386 -0.893 2.734
H: 3.174 -2.151 1.785
H: 0.751 -2.615 -0.833
H: 2.198 -3.150 -0.007
H: 2.313 -2.905 -2.567
H: 3.642 -2.182 -1.667
H: 3.732 1.223 -3.103
H: 4.653 -0.244 -2.851
H: 3.231 1.165 -0.552
H: 4.810 1.709 -1.107
O: 0.031 -1.386 3.504
C: -0.854 -0.905 2.860

Per-record E_HOMO, eV: -8.888, -1.463, -13.783, -6.788
Per-record strongest force on any atom, eV/A: 4.3, 2.5, 0.8, 0.3
Per-record HOMO-LUMO gap, eV: 9.83, 4.45, 9.85, 6.42